124
Properties=species:S:1:pos:R:3 method="wB97M-V/def2-TZVPD" homo_energy_ev=-8.124 e_above_lowest_ev=13.710 fmax_ha_per_bohr=0.1517 total_charge=0 energy_ev=-65571.2515 spin_multiplicity=1
C 2.91 2.73 0.05
O 3.27 2.92 -1.33
C 2.69 2.03 -2.24
C 3.37 0.67 -2.13
O 4.74 0.61 -2.65
C 5.69 1.03 -1.77
H 3.36 1.82 0.45
H 1.83 2.62 0.17
H 3.11 3.62 0.66
H 2.70 2.54 -3.21
H 1.63 1.94 -2.00
H 2.75 -0.05 -2.68
H 3.29 0.22 -1.14
H 6.69 1.03 -2.20
H 5.79 0.36 -0.92
H 5.55 2.06 -1.43
C -0.25 -1.54 2.78
O 1.14 -1.34 2.88
C 1.97 -2.50 3.21
C 3.46 -2.22 3.21
O 3.91 -1.83 1.95
C 5.28 -1.39 1.86
H -0.50 -2.06 1.85
H -0.71 -0.56 2.69
H -0.62 -2.15 3.60
H 1.74 -3.32 2.53
H 1.68 -2.81 4.21
H 4.00 -3.16 3.31
H 3.74 -1.46 3.93
H 5.54 -1.21 0.82
H 5.98 -2.15 2.22
H 5.55 -0.48 2.39
C -0.90 0.73 4.20
O -1.68 0.98 3.04
C -1.46 2.30 2.65
C -2.29 2.71 1.40
O -3.67 2.66 1.79
C -4.61 3.00 0.86
H -0.98 -0.32 4.51
H -1.28 1.22 5.10
H 0.12 1.09 4.08
H -0.43 2.56 2.41
H -1.83 3.00 3.40
H -1.95 1.97 0.67
H -2.05 3.71 1.03
H -4.32 2.44 -0.03
H -4.67 4.06 0.65
H -5.54 2.54 1.18
C -1.48 -1.93 -7.72
O -1.52 -1.11 -6.56
C -0.34 -1.29 -5.70
C -0.32 -0.47 -4.43
O 0.79 -0.71 -3.62
C 0.77 0.05 -2.43
H -1.68 -2.96 -7.43
H -0.49 -1.86 -8.15
H -2.25 -1.47 -8.35
H 0.60 -1.16 -6.23
H -0.34 -2.30 -5.31
H -1.28 -0.68 -3.96
H -0.50 0.56 -4.75
H -0.23 0.15 -2.02
H 1.32 1.00 -2.40
H 1.30 -0.51 -1.66
C -0.11 -3.75 0.49
O -0.87 -3.81 1.67
C -2.19 -4.21 1.45
C -3.01 -4.29 2.82
O -3.46 -3.02 3.37
C -2.53 -1.93 3.46
H 0.89 -3.37 0.70
H -0.58 -3.06 -0.21
H 0.03 -4.73 0.03
H -2.24 -5.23 1.07
H -2.82 -3.61 0.79
H -2.39 -4.69 3.63
H -3.86 -4.94 2.63
H -2.98 -1.06 3.95
H -2.07 -1.71 2.50
H -1.62 -2.20 3.99
C -1.00 2.80 -1.42
O -0.60 3.27 -0.15
C 0.48 4.21 -0.24
C 0.86 4.68 1.18
O 1.10 3.62 2.10
C 1.96 4.00 3.16
H -1.18 3.65 -2.07
H -1.88 2.18 -1.27
H -0.17 2.25 -1.87
H 0.03 5.02 -0.81
H 1.33 3.90 -0.83
H 0.11 5.32 1.65
H 1.75 5.29 1.08
H 1.36 4.60 3.85
H 2.78 4.65 2.87
H 2.43 3.18 3.71
C -5.28 -2.66 -3.46
O -4.20 -2.37 -2.51
C -3.74 -0.99 -2.50
C -2.33 -0.97 -1.74
O -2.51 -1.28 -0.40
C -1.41 -1.02 0.38
H -5.37 -3.75 -3.55
H -5.10 -2.22 -4.44
H -6.19 -2.24 -3.05
H -4.57 -0.54 -1.95
H -3.60 -0.47 -3.45
H -1.96 0.05 -1.86
H -1.63 -1.67 -2.20
H -0.49 -1.47 0.04
H -1.62 -1.40 1.38
H -1.28 0.05 0.56
C 0.43 1.58 1.42
C 0.94 0.65 0.35
O 0.68 0.89 -0.82
N 1.52 -0.47 0.79
C 1.84 -1.62 -0.03
H 1.21 2.12 1.95
H -0.11 1.09 2.23
H -0.28 2.28 0.97
H 1.47 -0.66 1.78
H 2.62 -1.49 -0.78
H 0.91 -2.08 -0.35
H 2.32 -2.29 0.68

---

128
Properties=species:S:1:pos:R:3 method="wB97M-V/def2-TZVPD" homo_energy_ev=-8.212 e_above_lowest_ev=2.674 fmax_ha_per_bohr=0.0560 total_charge=0 smiles="COCCNCCOC.COCCNCCOC.COCCNCCOC.COCCNCCOC.COCCNCCOC.NC(N)=O" energy_ev=-66371.9601 spin_multiplicity=1
C -5.40 6.80 0.59
O -5.79 5.51 0.76
C -4.89 4.75 1.49
C -5.28 3.23 1.76
N -4.51 2.48 2.76
C -3.10 2.43 2.36
C -2.25 1.79 3.48
O -0.87 2.29 3.33
C -0.19 2.27 4.62
H -5.07 7.41 1.44
H -6.19 7.36 0.10
H -4.44 6.77 0.07
H -4.62 5.22 2.44
H -3.93 4.83 0.97
H -5.19 2.75 0.78
H -6.33 3.28 2.06
H -4.88 1.55 2.88
H -2.70 3.41 2.10
H -2.91 1.76 1.52
H -2.21 0.71 3.28
H -2.70 1.95 4.45
H 0.79 2.69 4.41
H -0.03 1.25 4.98
H -0.72 2.90 5.33
C -5.78 0.62 -4.68
O -4.73 0.20 -3.86
C -4.93 0.52 -2.49
C -3.92 -0.37 -1.63
N -4.47 -1.71 -1.38
C -3.57 -2.44 -0.41
C -2.30 -2.95 -1.11
O -2.82 -3.77 -2.07
C -1.82 -4.33 -2.83
H -5.80 0.22 -5.70
H -5.82 1.69 -4.89
H -6.76 0.37 -4.28
H -5.92 0.17 -2.21
H -4.78 1.58 -2.27
H -3.64 0.13 -0.71
H -3.02 -0.55 -2.22
H -4.24 -2.32 -2.15
H -3.99 -3.37 -0.04
H -3.28 -1.89 0.48
H -1.54 -3.46 -0.52
H -1.70 -2.12 -1.48
H -2.25 -5.26 -3.20
H -0.95 -4.77 -2.35
H -1.51 -3.68 -3.65
C 1.99 2.99 -6.43
O 2.53 2.87 -5.12
C 2.64 1.53 -4.66
C 1.29 0.92 -4.50
N 0.27 1.64 -3.70
C 0.63 1.38 -2.27
C -0.35 1.96 -1.25
O -0.68 3.33 -1.57
C -1.57 3.97 -0.65
H 2.29 3.96 -6.81
H 0.91 2.95 -6.31
H 2.34 2.22 -7.12
H 3.23 1.60 -3.75
H 3.13 0.88 -5.39
H 1.33 -0.10 -4.12
H 0.84 0.86 -5.49
H 0.58 2.59 -3.86
H 1.64 1.77 -2.10
H 0.61 0.30 -2.20
H 0.21 1.97 -0.32
H -1.32 1.47 -1.23
H -1.75 5.02 -0.87
H -1.09 4.07 0.32
H -2.54 3.50 -0.76
C 2.52 3.81 1.01
O 2.65 2.36 1.22
C 3.87 1.79 0.66
C 4.27 0.37 1.13
N 3.74 -0.72 0.32
C 4.14 -0.79 -1.11
C 3.68 -2.01 -1.91
O 4.05 -1.86 -3.31
C 5.49 -1.67 -3.57
H 2.22 4.07 -0.01
H 3.38 4.45 1.20
H 1.69 4.08 1.66
H 4.65 2.51 0.90
H 3.85 1.78 -0.43
H 4.05 0.21 2.19
H 5.35 0.32 1.16
H 4.07 -1.56 0.78
H 5.23 -0.78 -1.07
H 3.80 0.11 -1.61
H 2.59 -2.06 -1.93
H 4.03 -2.96 -1.48
H 5.68 -1.70 -4.65
H 6.00 -2.52 -3.13
H 5.89 -0.74 -3.17
C 4.24 -3.53 7.12
O 4.12 -3.88 5.72
C 3.39 -2.88 5.06
C 3.63 -2.95 3.57
N 2.97 -4.11 2.88
C 1.52 -4.12 2.70
C 1.14 -5.39 1.80
O -0.26 -5.60 1.37
C -0.34 -6.69 0.40
H 3.32 -3.19 7.58
H 5.03 -2.79 7.31
H 4.56 -4.49 7.52
H 3.52 -1.83 5.34
H 2.35 -3.15 5.22
H 4.71 -3.09 3.47
H 3.23 -2.02 3.15
H 3.33 -4.99 3.22
H 1.33 -3.13 2.30
H 1.06 -4.24 3.68
H 1.25 -6.34 2.33
H 1.83 -5.42 0.96
H -1.29 -6.60 -0.13
H -0.28 -7.70 0.80
H 0.44 -6.65 -0.36
N 0.88 -1.22 0.51
C 0.08 -0.59 1.38
N 0.57 0.53 1.86
O -1.08 -0.97 1.59
H 0.51 -2.12 0.24
H 1.84 -0.93 0.41
H 1.43 1.01 1.63
H -0.12 1.04 2.39